{
  "formula": "C25H68N4O29S7",
  "method": "wB97M-V/def2-TZVPD",
  "symbols": ["C", "N", "O", "O", "H", "H", "H", "C", "N", "O", "O", "H", "H", "H", "C", "N", "O", "O", "H", "H", "H", "C", "N", "O", "O", "H", "H", "H", "O", "S", "O", "O", "C", "C", "C", "H", "H", "H", "H", "H", "H", "H", "H", "O", "S", "O", "O", "C", "C", "C", "H", "H", "H", "H", "H", "H", "H", "H", "O", "S", "O", "O", "C", "C", "C", "H", "H", "H", "H", "H", "H", "H", "H", "O", "S", "O", "O", "C", "C", "C", "H", "H", "H", "H", "H", "H", "H", "H", "O", "S", "O", "O", "C", "C", "C", "H", "H", "H", "H", "H", "H", "H", "H", "O", "S", "O", "O", "C", "C", "C", "H", "H", "H", "H", "H", "H", "H", "H", "O", "S", "O", "O", "C", "C", "C", "H", "H", "H", "H", "H", "H", "H", "H"],
  "xyz": [[-0.48572, 0.70704, 1.00323], [-0.40123, -0.04170, -0.20645], [-1.24832, -0.95029, -0.45501], [0.55827, 0.25616, -0.92051], [0.41014, 1.26941, 1.26643], [-0.59649, -0.03845, 1.79068], [-1.43186, 1.22807, 0.85675], [2.35203, 4.60194, 4.17478], [1.72001, 3.59229, 3.25510], [0.72804, 3.89963, 2.60532], [2.36106, 2.56355, 3.05121], [3.42312, 4.43277, 4.28549], [1.69081, 4.54976, 5.03974], [2.17813, 5.59134, 3.75175], [-2.71140, -3.29590, -2.20139], [-3.00099, -4.50882, -1.46207], [-3.23312, -5.51534, -2.06177], [-3.03762, -4.45673, -0.24012], [-3.70804, -3.08365, -2.58838], [-1.99179, -3.52338, -2.98784], [-2.34494, -2.55810, -1.48763], [1.13384, -2.65086, 5.20357], [1.63038, -1.40779, 4.47594], [2.49436, -0.76865, 5.00645], [1.23189, -1.20563, 3.37780], [0.21101, -2.93412, 4.69735], [0.94296, -2.32526, 6.22613], [1.96195, -3.35474, 5.28650], [-4.46925, 3.85138, -1.39881], [-3.70887, 2.73197, -1.94504], [-3.11988, 1.79307, -0.96638], [-4.58794, 2.05590, -3.18290], [-5.46040, 2.82076, -3.94191], [-5.32903, 2.47205, -5.42418], [-2.35801, 3.26310, -2.98586], [-5.18269, 3.87468, -3.92615], [-6.45663, 2.84407, -3.50023], [-5.76305, 1.50372, -5.67328], [-4.28346, 2.44245, -5.73077], [-5.90365, 3.14392, -6.06176], [-1.58339, 3.83527, -2.47528], [-2.66716, 3.83443, -3.86115], [-2.01253, 2.31148, -3.38980], [-3.71185, -1.53795, 3.69212], [-4.48242, -2.54089, 2.95244], [-5.91603, -2.70161, 3.26933], [-4.27353, -2.26852, 1.30207], [-4.38329, -0.93170, 0.92988], [-4.80987, -0.82930, -0.56372], [-3.61465, -4.09195, 2.91510], [-3.38202, -0.50787, 1.00704], [-5.02100, -0.41960, 1.65042], [-5.50636, 0.00888, -0.54269], [-5.50147, -1.62936, -0.82774], [-4.10117, -0.69708, -1.38126], [-2.64270, -3.78003, 2.53283], [-4.03585, -4.70089, 2.11517], [-3.74182, -4.50181, 3.91707], [1.02038, -8.47937, -1.54395], [1.24663, -7.57543, -0.47440], [2.35295, -7.79367, 0.47756], [1.31752, -5.97700, -1.07238], [1.61299, -4.84323, -0.22450], [0.51596, -3.72441, -0.44859], [-0.24249, -7.47655, 0.61750], [2.58432, -4.44011, -0.51105], [1.80623, -5.15833, 0.80091], [0.80586, -3.13676, -1.31963], [0.33263, -3.06424, 0.39915], [-0.51669, -4.05258, -0.56696], [-1.11448, -7.19030, 0.02945], [-0.07486, -6.81152, 1.46469], [-0.48400, -8.45781, 1.02604], [0.42603, 2.40363, -4.16600], [1.71383, 2.54591, -3.39327], [2.58771, 1.41064, -3.15241], [2.69379, 3.63372, -4.14643], [2.16889, 4.63881, -4.93630], [3.20433, 5.72197, -5.18992], [1.42080, 3.30155, -1.70642], [1.31096, 5.07091, -4.42119], [1.85951, 4.24336, -5.90377], [4.10748, 5.42288, -5.72189], [3.50685, 6.10677, -4.21600], [2.86500, 6.62119, -5.70408], [2.40886, 3.29197, -1.24624], [0.66885, 2.82069, -1.08076], [1.14535, 4.33968, -1.89220], [5.58074, -0.75137, -6.13792], [4.13697, -0.97872, -6.07227], [3.31625, -1.73572, -7.01956], [3.73059, -1.66990, -4.62598], [4.44797, -1.31687, -3.50889], [3.56608, -1.77092, -2.31465], [3.25511, 0.56251, -5.84201], [4.70614, -0.26008, -3.44074], [5.36672, -1.90128, -3.55850], [4.15734, -2.03122, -1.43673], [3.12402, -2.74695, -2.51475], [2.76310, -1.09066, -2.03083], [3.97013, 1.17930, -5.29759], [2.23747, 0.38490, -5.49420], [3.23101, 1.12788, -6.77361], [-5.25508, 4.97557, 5.72086], [-4.00029, 4.20385, 6.09655], [-3.89034, 3.23790, 7.15226], [-3.37734, 3.44522, 4.67196], [-2.67315, 2.26661, 4.91142], [-2.24621, 1.67509, 3.56263], [-2.64384, 5.34561, 6.39986], [-3.33289, 1.52132, 5.35571], [-1.83006, 2.43354, 5.58183], [-3.08384, 1.60038, 2.86918], [-1.73495, 0.74314, 3.80388], [-1.38328, 2.22204, 3.18275], [-1.80770, 4.84969, 6.89285], [-3.02409, 6.21642, 6.93391], [-2.31718, 5.70143, 5.42274], [3.86875, -2.60672, 3.33394], [4.99967, -2.37109, 2.45320], [5.96339, -3.39521, 2.05146], [4.58340, -1.54795, 1.07987], [3.47494, -0.79267, 1.19939], [3.79385, 0.43218, 0.36107], [5.99651, -0.97494, 3.13059], [3.25851, -0.34812, 2.17080], [2.56624, -1.27793, 0.84319], [4.61371, 1.00312, 0.79691], [2.91190, 1.03927, 0.15688], [4.15021, 0.22117, -0.64718], [6.95220, -1.34429, 3.50252], [5.45486, -0.24886, 3.73682], [6.34476, -0.34010, 2.31583]],
  "forces_ev_per_a": [[-1.17, -1.15, 0.62], [-0.31, 0.57, 2.12], [-1.38, -1.41, -0.26], [3.45, 0.67, -3.38], [-0.25, 0.30, -0.59], [-0.37, 0.05, 0.47], [0.05, 0.83, 0.83], [-1.25, 0.37, -0.21], [1.34, -0.52, -2.34], [0.36, 0.11, 1.23], [-0.64, 0.70, 0.77], [-0.47, -0.45, 0.29], [0.71, -0.04, 0.48], [-0.02, -0.19, -0.24], [-0.06, 0.58, 0.01], [0.29, -0.39, 1.97], [-0.28, -1.32, -1.26], [0.15, 0.26, -0.08], [0.26, 0.58, -0.35], [-0.22, 0.02, 0.07], [0.01, 0.24, -0.23], [-0.15, 1.21, 0.41], [0.50, -1.76, 0.74], [0.81, 0.90, 1.21], [-1.23, 0.23, -1.62], [0.42, -0.42, 0.07], [-0.21, 0.06, -0.09], [-0.22, -0.05, -0.67], [0.51, -1.22, -0.95], [0.82, 0.74, 1.60], [-1.94, 1.35, -2.81], [1.54, -1.48, 2.28], [-0.37, 2.19, -1.10], [-0.76, -1.01, 0.04], [-0.10, -0.35, -0.52], [0.30, 0.24, 0.45], [-0.18, -0.60, -0.30], [0.17, -0.30, 0.25], [-0.03, 0.21, 0.07], [0.21, 0.44, 0.22], [-0.20, -0.42, 0.33], [-0.52, 0.14, 0.25], [0.55, 0.10, 0.28], [-1.03, -1.37, -0.81], [-0.89, 1.04, -1.34], [2.58, 0.22, -0.57], [-0.62, -2.15, 2.90], [1.26, 1.35, -1.51], [-1.73, 0.28, 1.03], [-0.58, 0.75, -0.46], [0.05, 0.28, 0.04], [-0.43, 0.25, -0.49], [0.21, 0.48, -0.49], [0.19, -0.49, 0.14], [0.48, 0.00, 0.76], [0.31, -0.32, 0.67], [-0.31, -0.04, 0.28], [0.55, -0.17, -0.20], [0.01, 0.39, -0.55], [0.75, 2.49, 3.58], [-1.51, 0.48, -1.97], [-0.20, -2.87, 0.10], [-0.75, 0.88, 0.27], [0.54, -0.71, 0.35], [0.01, -0.20, -0.77], [-0.02, -0.08, -0.42], [-0.62, -0.13, 0.19], [-0.21, 0.13, 0.16], [0.85, 0.26, 0.11], [0.26, -0.77, -0.37], [0.19, 0.34, -0.09], [0.23, 0.18, -0.38], [0.52, -0.20, -0.20], [3.65, 0.78, 1.79], [-2.00, -1.64, 0.37], [-1.13, 1.58, -0.60], [0.37, -1.81, 1.51], [-0.88, 1.47, -1.52], [0.60, 0.53, 0.92], [0.50, 0.63, -1.44], [-0.22, 0.16, -0.23], [-0.34, -0.22, 0.09], [-0.13, -0.48, 0.08], [0.32, -0.05, 0.12], [-0.66, -0.33, -0.22], [-0.11, -0.19, 0.00], [0.12, -0.66, -0.56], [-0.08, 0.09, -0.02], [-2.01, -0.58, -0.22], [-2.03, -0.60, 0.56], [2.12, 0.69, 0.92], [-0.61, 0.50, -3.72], [0.53, -0.68, 2.61], [0.53, -0.50, 0.10], [1.44, 0.51, -0.97], [-0.19, 0.14, -0.14], [0.28, 0.15, 0.42], [0.33, 0.59, 0.10], [-0.20, 0.04, -0.60], [0.07, 0.17, -0.20], [-0.72, -0.08, 0.95], [0.51, 0.03, 0.39], [-0.15, -0.56, -0.52], [4.13, -2.75, 1.23], [-0.98, 1.16, -2.64], [-1.03, 0.14, -0.09], [-2.07, 2.79, 1.87], [0.12, -2.00, -0.52], [1.20, 0.59, 1.16], [-0.32, 0.56, -0.89], [-0.03, 0.12, 0.35], [0.19, 0.01, -0.01], [0.32, -0.20, 0.03], [-0.71, -0.55, -0.21], [-0.46, 0.56, -0.56], [-0.39, -0.10, 0.10], [0.00, -0.28, 0.27], [-0.04, -0.04, -0.03], [1.19, -0.31, -1.42], [1.94, 1.35, -0.25], [-1.99, 1.29, 0.58], [2.39, -4.13, 1.81], [-2.73, 3.61, -1.04], [-0.18, 0.62, -1.14], [0.38, 0.17, -0.67], [0.20, -0.71, 0.51], [0.03, -0.20, -0.01], [-0.18, 0.21, 0.39], [-0.10, 0.11, 0.48], [-0.02, -0.57, 0.01], [-0.49, -0.27, 0.74], [-0.17, -0.75, 0.55], [-0.32, -0.42, -0.61]],
  "lowdin_charge": [-0.059, -0.577, -0.149, -0.143, 0.070, 0.065, 0.065, 0.046, -0.423, 0.051, 0.055, 0.098, 0.096, 0.091, 0.040, -0.465, 0.066, 0.034, 0.107, 0.113, 0.066, 0.063, -0.471, 0.043, 0.074, 0.094, 0.088, 0.094, -0.305, 0.691, -0.273, -0.269, -0.319, -0.062, -0.125, 0.104, 0.125, 0.072, 0.079, 0.075, 0.067, 0.068, 0.066, -0.313, 0.679, -0.316, -0.280, -0.287, -0.058, -0.122, 0.094, 0.112, 0.063, 0.071, 0.058, 0.070, 0.062, 0.074, -0.274, 0.674, -0.332, -0.279, -0.233, -0.034, -0.109, 0.102, 0.101, 0.070, 0.067, 0.042, 0.058, 0.062, 0.061, -0.323, 0.710, -0.303, -0.261, -0.321, -0.068, -0.080, 0.115, 0.120, 0.078, 0.075, 0.076, 0.062, 0.058, 0.049, -0.301, 0.683, -0.309, -0.257, -0.301, -0.046, -0.142, 0.108, 0.118, 0.064, 0.073, 0.064, 0.056, 0.077, 0.071, -0.326, 0.733, -0.306, -0.254, -0.324, -0.058, -0.130, 0.113, 0.113, 0.091, 0.075, 0.053, 0.067, 0.066, 0.065, -0.290, 0.704, -0.294, -0.258, -0.350, -0.057, -0.100, 0.100, 0.125, 0.075, 0.065, 0.059, 0.060, 0.066, 0.057],
  "energy_ha": -6181.01366,
  "homo_energy_ev": [-1.59, -5.20],
  "charge": -1,
  "s2": 0.754,
  "multiplicity": 2
}